A molecular structure, C8H16NO7Pd. Source: the OMol25 dataset; level of theory: wB97M-V/def2-TZVPD.

HOMO: -13.60 eV
total charge: +1
energy above the lowest of the compared OMol25 structures with the same formula, charge and spin: 0.0 kJ/mol

```
33
C8H16NO7Pd (wB97M-V/def2-TZVPD)
Pd 0.478 -1.416 -0.823
C 2.432 -0.241 1.009
C 1.984 1.096 0.474
O 1.247 0.862 -0.719
C 0.500 2.002 -1.149
C -0.546 1.514 -2.137
O -1.202 0.361 -1.649
C -2.374 0.532 -0.863
C -2.091 0.676 0.619
O -1.295 -0.428 1.008
C -0.612 -0.296 2.232
C 0.518 -1.300 2.204
O 1.339 -1.176 1.020
H 2.837 -0.143 2.016
H 3.189 -0.685 0.365
H 2.858 1.722 0.273
H 1.350 1.619 1.196
H 1.168 2.730 -1.615
H 0.033 2.470 -0.279
H -0.061 1.216 -3.067
H -1.253 2.317 -2.361
H -2.973 -0.363 -1.028
H -2.949 1.396 -1.210
H -3.041 0.691 1.163
H -1.568 1.612 0.843
H -1.264 -0.518 3.083
H -0.236 0.725 2.358
H 0.118 -2.312 2.159
H 1.166 -1.209 3.075
O 0.479 -3.390 -0.857
N 0.039 -3.422 -2.093
O -0.170 -4.411 -2.678
O -0.101 -2.232 -2.568
```

---

2 unconnected molecules or ions with the total composition C15H35NO4PS. Source: the OMol25 dataset; level of theory: wB97M-V/def2-TZVPD.

HOMO: -11.29 eV
total charge: +1

```
57
C15H35NO4PS (wB97M-V/def2-TZVPD)
C 1.088 1.397 -0.237
C 1.288 1.082 -1.747
C -0.034 1.043 -2.557
C -0.275 -0.390 -3.096
C -1.218 -0.370 -4.319
C -0.785 -1.230 -1.904
C -2.185 -1.830 -1.964
N -2.279 -2.336 -0.544
C -0.965 -3.057 -0.367
C 0.034 -2.462 -1.396
C 0.614 -3.420 -2.436
C 2.088 -3.769 -2.178
C 3.021 -2.601 -2.509
S 4.764 -3.043 -2.170
H 1.421 2.391 0.039
H 1.729 0.704 0.313
H 0.066 1.227 0.100
H 1.969 1.835 -2.132
H 1.787 0.118 -1.811
H -0.858 1.361 -1.920
H 0.078 1.700 -3.417
H 0.690 -0.772 -3.427
H -2.277 -0.391 -4.076
H -0.927 -1.164 -5.007
H -1.031 0.558 -4.854
H -0.760 -0.568 -1.030
H -2.116 -2.733 -2.570
H -3.035 -1.207 -2.214
H -2.352 -1.463 -0.012
H -3.127 -2.842 -0.289
H -1.227 -4.101 -0.537
H -0.596 -3.011 0.652
H 0.835 -2.023 -0.799
H 0.067 -4.366 -2.416
H 0.478 -3.013 -3.440
H 2.358 -4.613 -2.807
H 2.209 -4.006 -1.122
H 2.910 -2.268 -3.537
H 2.788 -1.787 -1.826
H 4.811 -2.706 -0.867
C 0.548 4.296 6.085
O -0.246 4.410 4.887
P -0.535 2.997 4.040
O 0.635 3.009 3.099
O -1.887 3.573 3.373
C -2.298 4.938 3.431
O -1.131 1.456 3.792
C -0.408 0.402 4.443
H 0.657 5.290 6.509
H 0.054 3.657 6.818
H 1.535 3.894 5.850
H -1.573 5.581 2.933
H -2.450 5.258 4.458
H -3.248 5.008 2.904
H -0.401 0.537 5.524
H 0.618 0.357 4.071
H -0.913 -0.536 4.216
```

---

2 unconnected molecules or ions with the total composition C6H9N4. Source: the OMol25 dataset; level of theory: wB97M-V/def2-TZVPD.

HOMO: -12.84 eV
total charge: +1
energy above the lowest of the compared OMol25 structures with the same formula, charge and spin: 407.4 kJ/mol

```
19
C6H9N4 (wB97M-V/def2-TZVPD)
C -2.288 -1.625 -0.377
C -4.002 -0.188 0.599
C 0.960 0.055 -0.316
C 1.958 -1.600 1.066
C 1.000 2.451 -1.191
C -3.295 -0.706 -0.454
N -1.395 -2.300 -0.252
N -4.359 0.524 1.478
N 0.935 -1.099 0.168
N 1.210 1.092 -0.805
H 2.707 -0.858 1.141
H 1.556 -1.696 2.140
H 2.382 -2.570 0.685
H 0.160 2.825 -0.595
H 0.763 2.540 -2.340
H 2.023 2.959 -0.878
H -3.731 -0.523 -1.451
H 0.167 -1.757 -0.142
H -5.209 0.291 2.134
```

---

Number 1: LUMO level -4.8 eV, E_tot -27845.393 eV. Number 2: LUMO level -3.2 eV, E_tot -45919.836 eV. Number 3: LUMO level -3.2 eV, E_tot -12318.412 eV.